Entry 1:
A structure of composition C39H35IN5O10RbS. Source: the Open Molecules 2025 dataset; level of theory: the ωB97M-V functional and the def2-TZVPD basis.

Cartesian coordinates (Å):
Rb 1.09 0.43 -1.26
C 1.13 3.00 -4.63
C 2.07 1.84 -4.80
N 2.26 1.34 -6.00
C 3.03 0.24 -6.11
C 3.59 -0.40 -5.03
C 4.26 -1.73 -5.25
O 3.56 -2.81 -4.66
C 3.46 0.13 -3.72
C 4.13 -0.54 -2.61
N 3.94 -0.32 -1.36
C 4.84 -0.92 -0.45
C 6.21 -0.91 -0.71
C 7.12 -1.47 0.17
C 6.67 -2.05 1.35
C 5.31 -2.04 1.62
C 4.37 -1.49 0.75
I 2.31 -1.48 1.41
C 2.72 1.35 -3.59
O 2.59 2.01 -2.52
H 0.74 3.29 -5.60
H 1.64 3.84 -4.16
H 0.31 2.74 -3.97
H 3.16 -0.17 -7.11
H 5.29 -1.72 -4.88
H 4.32 -1.92 -6.33
H 2.82 -2.48 -4.12
H 4.86 -1.31 -2.89
H 6.56 -0.43 -1.62
H 8.18 -1.44 -0.06
H 7.37 -2.48 2.05
H 4.95 -2.48 2.55
O -3.40 1.79 -0.94
C -2.05 1.87 -1.01
O -1.41 1.56 -1.97
C -1.50 2.52 0.24
C -2.24 3.52 0.87
C -1.72 4.13 1.99
C -0.50 3.67 2.48
C 0.14 2.64 1.80
N -0.32 2.10 0.68
C 1.49 2.13 2.31
O 1.66 2.29 3.66
O 2.34 1.66 1.63
H -3.65 1.15 -1.63
H -3.20 3.81 0.46
H -2.24 4.93 2.49
H -0.05 4.11 3.36
H 0.81 2.14 4.09
C -2.48 3.77 7.79
C -3.90 3.84 7.30
O -4.47 4.88 7.10
S -4.77 2.25 7.09
C -3.64 1.45 5.98
C -2.73 0.50 6.45
C -1.84 -0.10 5.59
C -1.81 0.21 4.22
C -2.74 1.16 3.76
C -3.64 1.77 4.63
C -0.88 -0.39 3.33
C -0.10 -0.99 2.58
H -2.03 4.76 7.78
H -1.90 3.07 7.18
H -2.48 3.37 8.81
H -2.75 0.23 7.50
H -1.13 -0.84 5.96
H -2.76 1.39 2.71
H -4.35 2.50 4.25
C -4.18 -1.28 -3.29
C -4.18 -2.29 -2.15
C -2.79 -2.83 -1.82
C -2.90 -3.87 -0.69
C -1.58 -4.51 -0.25
C -2.22 -3.51 -3.04
O -2.88 -4.27 -3.73
N -0.91 -3.26 -3.31
C -0.07 -2.37 -2.59
O 1.11 -2.33 -2.94
N -0.60 -1.60 -1.62
C -1.90 -1.68 -1.28
O -2.44 -0.89 -0.52
H -5.14 -0.78 -3.38
H -3.96 -1.76 -4.25
H -3.41 -0.52 -3.14
H -4.82 -3.14 -2.40
H -4.56 -1.83 -1.24
H -3.60 -4.64 -1.03
H -3.35 -3.35 0.16
H -1.11 -5.06 -1.07
H -1.76 -5.21 0.56
H -0.87 -3.76 0.11
H -0.49 -3.73 -4.09

The HOMO-LUMO gap is 5.60 eV. Its net charge is -2. As for the energy above the lowest of the compared OMol25 structures with the same formula, charge and spin: 32.4 kcal/mol. Its total energy is -88531.09949 eV. As for the multiplicity: 1.

=====

Entry 2:
A structure of composition C39H35N8S2SeW. Source: the Open Molecules 2025 dataset; level of theory: the ωB97M-V functional and the def2-TZVPD basis.

Cartesian coordinates (Å):
W 0.03 1.63 1.02
C 2.15 -3.45 0.13
S 1.25 -3.14 1.66
C 1.06 -1.40 1.59
S 0.50 -0.62 0.04
N 1.33 -0.69 2.60
N 1.00 0.67 2.63
C 1.99 1.42 2.00
C 2.07 2.86 2.32
C 3.10 3.62 2.84
C 2.88 4.98 3.02
C 1.64 5.53 2.68
C 0.68 4.71 2.13
N 0.91 3.42 1.93
H 2.31 -4.53 0.10
H 3.12 -2.96 0.14
H 1.58 -3.17 -0.75
H 2.88 0.89 1.67
H 4.04 3.16 3.12
H 3.65 5.60 3.44
H 1.44 6.58 2.83
H -0.29 5.08 1.82
N 2.97 2.81 -2.11
C 2.40 2.38 -0.99
N 1.12 2.27 -0.81
C 0.24 2.59 -1.89
N -1.00 2.40 -1.78
N -1.43 1.76 -0.62
C -1.80 2.63 0.36
C -2.53 1.97 1.50
C -3.93 2.12 1.89
C -4.27 1.53 3.03
C -3.24 0.79 3.77
C -1.80 1.24 3.81
N -1.45 2.02 2.59
C 0.83 3.13 -3.12
C 0.05 3.52 -4.21
C 0.65 4.00 -5.36
C 2.04 4.09 -5.44
C 2.83 3.70 -4.37
C 2.22 3.22 -3.22
H 3.98 2.85 -2.16
H 3.06 2.11 -0.18
H -1.90 3.69 0.16
H -4.61 2.69 1.27
H -5.27 1.57 3.43
H -3.54 0.31 4.70
H -1.24 1.43 4.71
H -1.02 3.44 -4.13
H 0.05 4.30 -6.20
H 2.51 4.46 -6.34
H 3.91 3.76 -4.43
C -1.74 0.75 1.79
C -2.12 -0.01 3.07
C -1.91 -1.44 3.37
C -0.97 -1.84 4.30
C -0.81 -3.19 4.61
C -1.61 -4.14 3.99
C -2.56 -3.74 3.05
C -2.71 -2.40 2.75
H -0.34 -1.10 4.78
H -0.07 -3.49 5.34
H -1.49 -5.19 4.23
H -3.18 -4.48 2.57
H -3.46 -2.09 2.03
C 0.74 -5.53 -4.78
C 0.23 -4.57 -3.75
C -0.40 -5.02 -2.59
C -0.89 -4.15 -1.63
C -1.58 -4.70 -0.41
C -0.75 -2.77 -1.85
Se -1.42 -1.56 -0.53
C -0.15 -2.28 -3.02
C -0.02 -0.80 -3.31
C 0.34 -3.19 -3.94
H 0.77 -6.55 -4.40
H 1.75 -5.25 -5.10
H 0.10 -5.52 -5.67
H -0.51 -6.09 -2.43
H -1.46 -5.79 -0.37
H -2.65 -4.49 -0.43
H -1.17 -4.27 0.51
H -0.91 -0.25 -3.02
H 0.16 -0.65 -4.37
H 0.83 -0.37 -2.76
H 0.81 -2.82 -4.85

The HOMO-LUMO gap is 7.27 eV. Its net charge is +1. As for the energy above the lowest of the compared OMol25 structures with the same formula, charge and spin: 83.9 kcal/mol. Its total energy is -141765.71512 eV. As for the multiplicity: 1.

=====

Entry 3:
A structure of composition C39H35O3P2Pt. Source: the Open Molecules 2025 dataset; level of theory: the ωB97M-V functional and the def2-TZVPD basis.

Cartesian coordinates (Å):
Pt -0.74 -0.07 0.71
P -0.45 2.19 -0.21
C -0.40 0.22 2.60
O 0.00 0.39 3.68
P 0.60 -2.09 0.17
C -1.48 3.14 0.97
C -1.30 2.69 -1.78
C 1.09 3.24 -0.32
C 2.33 -2.41 0.74
C -0.30 -3.29 1.19
C 0.64 -3.05 -1.41
C -0.96 4.13 1.82
C -1.79 4.70 2.79
C -3.11 4.27 2.93
C -3.62 3.28 2.09
C -2.81 2.71 1.11
H 0.08 4.44 1.74
H -1.38 5.46 3.45
H -3.75 4.72 3.69
H -4.65 2.93 2.20
H -3.19 1.90 0.49
C 2.01 3.18 0.74
C 3.16 3.96 0.75
C 3.44 4.85 -0.29
C 2.53 4.93 -1.35
C 1.37 4.14 -1.37
H 1.81 2.50 1.58
H 3.86 3.88 1.58
H 4.34 5.47 -0.28
H 2.73 5.61 -2.17
H 0.68 4.25 -2.20
C -2.19 3.77 -1.91
C -2.79 4.07 -3.14
C -2.52 3.30 -4.27
C -1.63 2.23 -4.16
C -1.03 1.93 -2.93
H -2.45 4.36 -1.03
H -3.49 4.91 -3.21
H -2.99 3.54 -5.23
H -1.40 1.61 -5.02
H -0.36 1.07 -2.85
C -1.45 -3.91 0.67
C -2.24 -4.70 1.51
C -1.91 -4.84 2.86
C -0.80 -4.18 3.39
C 0.00 -3.40 2.56
H -1.75 -3.76 -0.37
H -3.10 -5.21 1.08
H -2.52 -5.49 3.50
H -0.56 -4.27 4.46
H 0.85 -2.84 2.96
C 2.92 -1.46 1.60
C 4.19 -1.65 2.12
C 4.93 -2.79 1.79
C 4.37 -3.73 0.93
C 3.09 -3.56 0.40
H 2.37 -0.55 1.88
H 4.62 -0.91 2.80
H 5.92 -2.95 2.21
H 4.93 -4.63 0.67
H 2.70 -4.33 -0.26
C 0.62 -4.46 -1.53
C 0.59 -5.08 -2.79
C 0.64 -4.32 -3.96
C 0.69 -2.92 -3.85
C 0.71 -2.30 -2.60
H 0.63 -5.11 -0.65
H 0.53 -6.17 -2.86
H 0.64 -4.80 -4.94
H 0.71 -2.31 -4.76
H 0.78 -1.22 -2.54
H 3.44 0.47 -0.65
H 3.68 0.91 -1.22
C -3.21 -1.02 1.33
O -3.45 -0.82 -0.11
C -2.21 -0.67 -0.71
O -1.99 -0.94 -1.89
H -3.93 -1.65 1.88
H -3.16 -0.01 1.81
H -2.20 -1.51 1.37

The HOMO-LUMO gap (alpha / beta) is 7.52 / 3.50 eV. Its net charge is +3. As for the energy above the lowest of the compared OMol25 structures with the same formula, charge and spin: 0.0 kcal/mol. Its total energy is -68945.30182 eV. As for the multiplicity: 5.

=====

Entry 4:
A structure of composition C39H36BrF7O2PS. Source: the Open Molecules 2025 dataset; level of theory: the ωB97M-V functional and the def2-TZVPD basis.

Cartesian coordinates (Å):
C 2.52 0.64 -4.11
C 2.38 2.14 -3.91
F 2.12 2.67 -5.24
C 1.38 2.52 -2.87
Br 1.66 4.44 -2.46
P -0.29 2.43 -3.38
O -0.64 3.32 -4.69
O -0.58 0.90 -3.85
S -1.56 2.98 -2.00
H 1.64 0.28 -4.63
H 2.61 0.14 -3.16
H 3.39 0.45 -4.74
H 3.34 2.56 -3.61
H -0.24 2.94 -5.48
H -1.25 0.93 -4.54
F 0.34 3.52 3.95
C -0.91 3.64 3.44
C -1.12 3.43 2.10
C -2.40 3.56 1.59
C -3.46 3.90 2.44
C -3.22 4.11 3.79
C -1.94 3.98 4.30
H -0.29 3.18 1.45
H -2.57 3.39 0.54
H -4.45 4.00 2.04
H -4.04 4.37 4.45
H -1.73 4.13 5.35
F 1.96 10.20 4.27
C 1.47 9.04 3.75
C 1.76 7.85 4.37
C 1.26 6.68 3.83
C 0.49 6.71 2.67
C 0.22 7.92 2.06
C 0.71 9.11 2.60
H 2.37 7.85 5.26
H 1.48 5.73 4.31
H 0.10 5.80 2.25
H -0.38 7.95 1.16
H 0.50 10.07 2.14
F 1.50 -0.57 -1.20
C 0.37 -1.01 -0.62
C -0.80 -1.05 -1.35
C -1.94 -1.53 -0.72
C -1.90 -1.95 0.60
C -0.71 -1.90 1.31
C 0.44 -1.43 0.70
H -0.82 -0.71 -2.37
H -2.87 -1.58 -1.27
H -2.80 -2.33 1.08
H -0.67 -2.23 2.34
H 1.38 -1.39 1.22
F -1.23 -4.88 0.55
C -0.24 -5.32 -0.25
C 0.78 -6.06 0.30
C 1.80 -6.50 -0.54
C 1.78 -6.18 -1.89
C 0.74 -5.42 -2.41
C -0.29 -4.99 -1.59
H 0.78 -6.29 1.35
H 2.61 -7.09 -0.13
H 2.58 -6.52 -2.53
H 0.73 -5.17 -3.46
H -1.10 -4.39 -1.97
F 3.59 -1.13 2.67
C 4.54 -1.68 1.89
C 5.54 -2.43 2.50
C 6.51 -3.00 1.70
C 6.49 -2.82 0.32
C 5.48 -2.06 -0.26
C 4.49 -1.49 0.53
H 5.54 -2.56 3.57
H 7.30 -3.59 2.15
H 7.25 -3.26 -0.30
H 5.45 -1.91 -1.33
H 3.69 -0.90 0.09
F -3.57 -3.77 -2.68
C -4.65 -4.23 -2.01
C -5.86 -4.29 -2.66
C -6.97 -4.76 -1.97
C -6.84 -5.15 -0.64
C -5.61 -5.08 -0.01
C -4.50 -4.61 -0.70
H -5.94 -3.97 -3.70
H -7.93 -4.82 -2.46
H -7.71 -5.52 -0.10
H -5.51 -5.38 1.02
H -3.52 -4.55 -0.23

The HOMO-LUMO gap is 6.23 eV. Its net charge is -1. Its total energy is -154314.04467 eV. As for the multiplicity: 1.

=====

Entry 5:
A structure of composition C39H36Cl2O24SSi2. Source: the Open Molecules 2025 dataset; level of theory: the ωB97M-V functional and the def2-TZVPD basis.

Cartesian coordinates (Å):
C -3.02 -5.84 -1.74
C -3.10 -4.55 -2.02
Si -3.02 -2.63 -2.30
C -1.84 -2.36 -3.78
C -2.66 -1.43 -5.00
C -1.63 -0.54 -6.00
O -2.43 -1.87 -6.44
O -2.48 -1.96 -0.79
Si -2.81 -0.27 -0.62
Cl -2.64 0.84 -2.43
C -1.49 0.39 0.65
C -1.90 1.79 1.34
C -0.52 2.36 2.04
Cl -2.44 3.10 0.18
S -4.86 -0.04 0.12
C -6.13 -0.89 -0.95
O -4.83 -0.57 1.56
O -5.27 1.43 0.20
H -2.80 -6.78 -1.09
H -4.37 -2.21 -2.71
H -0.91 -1.73 -3.55
H -1.54 -3.34 -4.34
H -3.72 -0.91 -4.69
H -0.50 -0.73 -5.96
H -2.09 0.43 -6.40
H -0.45 0.37 0.17
H -1.49 -0.41 1.50
H -2.64 1.63 2.22
H -0.52 2.27 3.18
H -0.28 3.43 1.66
H 0.37 1.70 1.66
H -5.88 -0.74 -2.07
H -7.19 -0.46 -0.75
H -6.17 -2.02 -0.70
C 2.10 -8.20 1.35
C 0.78 -8.39 1.27
C -0.16 -7.25 1.16
O -1.36 -7.46 1.07
C 0.40 -5.89 1.18
C 1.71 -5.70 1.26
C 2.66 -6.84 1.34
O 3.86 -6.63 1.40
O 2.25 -4.44 1.28
O 0.25 -9.65 1.28
H 2.80 -9.02 1.42
H -0.30 -5.07 1.12
H 3.21 -4.57 1.35
H -0.72 -9.52 1.21
C -5.53 3.17 -6.48
C -5.53 2.27 -5.49
C -6.60 1.24 -5.38
O -6.55 0.42 -4.48
C -7.68 1.26 -6.37
C -7.68 2.16 -7.36
C -6.60 3.18 -7.48
O -6.63 3.98 -8.41
O -8.69 2.19 -8.28
O -4.54 2.26 -4.55
H -4.76 3.92 -6.57
H -8.46 0.52 -6.27
H -8.46 2.93 -8.88
H -4.76 1.52 -3.95
C 4.70 4.24 4.07
C 3.62 4.23 3.28
C 2.28 4.63 3.78
O 1.32 4.62 3.03
C 2.16 5.02 5.19
C 3.24 5.04 5.99
C 4.58 4.66 5.48
O 5.55 4.70 6.22
O 3.14 5.40 7.30
O 3.71 3.83 1.97
H 5.68 3.95 3.72
H 1.18 5.30 5.55
H 4.05 5.33 7.66
H 2.81 3.91 1.62
C 3.70 1.28 -1.23
C 4.74 0.85 -1.95
C 5.14 1.53 -3.22
O 6.11 1.13 -3.84
C 4.34 2.67 -3.67
C 3.30 3.10 -2.95
C 2.91 2.43 -1.67
O 1.96 2.86 -1.03
O 2.54 4.16 -3.36
O 5.48 -0.23 -1.55
H 3.40 0.80 -0.31
H 4.63 3.14 -4.60
H 1.85 4.27 -2.68
H 6.17 -0.33 -2.24
C 5.65 0.77 6.36
C 5.64 -0.14 7.34
C 4.56 -1.15 7.43
O 4.58 -1.98 8.33
C 3.48 -1.11 6.44
C 3.49 -0.20 5.46
C 4.59 0.80 5.35
O 4.58 1.61 4.43
O 2.49 -0.15 4.53
O 6.62 -0.17 8.29
H 6.44 1.51 6.28
H 2.69 -1.84 6.53
H 2.73 0.60 3.94
H 6.39 -0.92 8.88

The HOMO-LUMO gap is 7.85 eV. Its total energy is -141794.94578 eV. As for the multiplicity: 1.